A structure of composition C13H33CuIN3O6 in a non-equilibrium geometry, computed with ωB97M-V/def2-TZVPD.

Geometry (Å):
Cu (-0.3366, -1.1780, 0.1990)
C (1.3005, -3.5830, 1.9169)
O (0.6832, -4.5339, 2.5032)
O (0.7007, -2.5563, 1.4844)
O (2.2517, -4.1604, 1.2644)
I (-2.2693, -2.4857, -1.3611)
C (-3.9239, -0.4629, 2.5140)
C (-2.8807, 0.1570, 1.6268)
C (-2.7083, 1.6596, 2.0261)
O (-2.3329, 1.6677, 3.3686)
C (-1.8535, 2.9052, 3.9226)
N (-1.6961, -0.6858, 1.9735)
H (-4.8972, 0.0444, 2.5276)
H (-3.6931, -0.5292, 3.5790)
H (-4.1459, -1.4931, 2.2279)
H (-3.1683, 0.1179, 0.5742)
H (-3.6070, 2.2375, 1.7851)
H (-1.9708, 2.1269, 1.3623)
H (-2.4703, 3.7697, 3.6624)
H (-0.8756, 3.0896, 3.4746)
H (-1.8708, 2.8103, 5.0048)
H (-2.0282, -1.4018, 2.6052)
H (-1.3528, -0.0322, 2.6803)
C (3.0764, -0.9851, -2.7628)
C (1.5859, -1.1297, -2.5578)
C (0.9724, -1.7424, -3.8339)
O (1.3526, -0.8264, -4.8823)
C (1.2015, -1.3393, -6.1914)
N (1.3328, -1.8852, -1.3489)
H (3.4730, -0.4033, -1.9272)
H (3.2503, -0.2958, -3.5945)
H (3.6483, -1.8729, -3.0320)
H (1.1389, -0.1315, -2.5977)
H (-0.1159, -1.7699, -3.9079)
H (1.3302, -2.7775, -3.8755)
H (0.2771, -1.9001, -6.3394)
H (2.0809, -1.8530, -6.5882)
H (1.1392, -0.4451, -6.8174)
H (1.3765, -2.8665, -1.6143)
H (2.1663, -1.8371, -0.7705)
C (0.6048, 3.1056, -0.8151)
C (0.6675, 1.7251, -0.2779)
C (0.9228, 1.5760, 1.2173)
O (1.3840, 0.3109, 1.5770)
C (1.7758, 0.2460, 2.9108)
N (-0.4547, 0.8621, -0.6914)
H (0.5153, 3.2681, -1.8906)
H (1.5108, 3.6449, -0.5274)
H (-0.2917, 3.6101, -0.4398)
H (1.5205, 1.1467, -0.6526)
H (0.1152, 1.9485, 1.8580)
H (1.7220, 2.2839, 1.4862)
H (2.0387, -0.7814, 3.1545)
H (1.0118, 0.5588, 3.6327)
H (2.6331, 0.8777, 3.1759)
H (-0.5091, 0.9513, -1.6996)
H (-1.3082, 1.2430, -0.2983)

Energy above the lowest of the compared OMol25 structures with the same formula, charge and spin = 0.0 kJ/mol
Molecular weight = 517.87 Da
Spin multiplicity = 2
Expectation value of S² = 0.759
Net charge = -1
Frontier orbital gap (alpha / beta) = 0.207 / 0.207 Eh

natural (NBO) population analysis, charges in e, atoms 1 to 2:
1 Cu 0.830
2 C 0.891

A cluster of 3 separate species, C4H14NO3 in total in a non-equilibrium geometry, computed with ωB97M-V/def2-TZVPD.

Geometry (Å):
C (0.8957, -0.0920, 1.2589)
N (0.4082, -1.5696, 1.1232)
C (0.4659, -2.1096, -0.2366)
O (-0.6332, -1.6841, -1.0157)
C (-0.2540, 0.9628, 1.3954)
C (-1.4244, 0.7933, 0.5483)
H (1.4705, 0.1400, 0.2717)
H (1.6114, 0.0356, 2.1006)
H (-0.6179, -1.6517, 1.5896)
H (0.5419, -3.2051, -0.2554)
H (1.5079, -1.7140, -0.6001)
H (-0.6426, 0.6437, 2.5145)
H (0.1960, 2.0545, 1.4209)
H (-1.2657, 0.7629, -0.5691)
H (-2.2759, 1.4923, 0.7910)
H (-1.7869, -0.2501, 0.8105)
H (0.7622, 2.4119, -0.7045)
H (0.2538, 1.2594, -1.6490)
O (0.2213, 2.3011, -1.4422)
H (-0.2112, -0.9281, -1.7582)
H (0.3826, 0.2673, -3.2205)
O (0.3944, 0.0795, -2.3735)

Energy above the lowest of the compared OMol25 structures with the same formula, charge and spin = 218.0 kJ/mol
Molecular weight = 124.16 Da
Net charge = -1
Frontier orbital gap = 0.317 Eh

natural (NBO) population analysis, charges in e, atoms 1 to 2:
1 C -0.225
2 N -0.687

A structure of composition C21H29FFeN8O2S, computed with ωB97M-V/def2-TZVPD.

Geometry (Å):
Fe (0.4151, 0.9090, 0.0041)
C (-2.5620, 4.0179, -0.2557)
C (-1.4806, 3.0021, -0.4526)
N (-0.5997, 2.6859, 0.4350)
O (-0.7034, 3.1789, 1.7261)
C (-1.3459, 2.2917, -1.7012)
C (-2.0480, 2.6295, -2.9717)
N (-0.4459, 1.3244, -1.7056)
O (-0.1664, 0.7510, -2.7973)
H (-2.4457, 4.5977, 0.6569)
H (-3.5418, 3.5376, -0.2553)
H (-2.5489, 4.7255, -1.0834)
H (-1.6307, 3.3903, 1.9023)
H (-2.6803, 3.5081, -2.8774)
H (-2.6627, 1.7877, -3.3028)
H (-1.3169, 2.7939, -3.7655)
N (3.4114, 2.2585, 2.4777)
C (2.6068, 1.9642, 3.5615)
C (1.4690, 1.4192, 3.0522)
N (1.5716, 1.3654, 1.6877)
C (2.7427, 1.8851, 1.3727)
C (3.0552, 1.9548, -0.0391)
N (2.1070, 1.5465, -0.8550)
C (2.6367, 1.5256, -2.1171)
C (3.9237, 1.9672, -2.0522)
N (4.1803, 2.2354, -0.7235)
H (4.3141, 2.6990, 2.5211)
H (2.9115, 2.1727, 4.5708)
H (0.5951, 1.0644, 3.5682)
H (2.0409, 1.2069, -2.9548)
H (4.6681, 2.1056, -2.8149)
H (5.0611, 2.5381, -0.3458)
C (-2.4815, -3.0061, -1.0340)
N (-2.4682, -1.7829, -0.2315)
C (-3.0990, -0.6409, -0.8781)
C (-1.6931, -1.6511, 0.8503)
S (-1.1307, -0.1230, 1.4299)
N (-1.4183, -2.7468, 1.5732)
C (-2.3611, -3.8556, 1.6962)
C (-0.3235, -2.7759, 2.5394)
H (-2.3381, -2.7242, -2.0773)
H (-3.4280, -3.5402, -0.9434)
H (-1.6576, -3.6507, -0.7439)
H (-3.9725, -1.0038, -1.4185)
H (-2.4204, -0.1617, -1.5812)
H (-3.4131, 0.0834, -0.1312)
H (-3.3470, -3.5504, 1.3553)
H (-2.4286, -4.1223, 2.7505)
H (-2.0400, -4.7365, 1.1390)
H (0.4955, -2.1554, 2.1902)
H (0.0247, -3.8052, 2.6208)
H (-0.6558, -2.4305, 3.5205)
F (2.6019, -4.6952, -0.9507)
C (2.1045, -3.4537, -0.7788)
C (1.0593, -3.0331, -1.5734)
C (0.5443, -1.7528, -1.3929)
C (1.0632, -0.8924, -0.4330)
C (2.1273, -1.3603, 0.3444)
C (2.6591, -2.6348, 0.1830)
H (0.6678, -3.6964, -2.3348)
H (-0.2476, -1.4235, -2.0520)
H (2.5597, -0.7274, 1.1124)
H (3.4854, -2.9906, 0.7843)

Energy above the lowest of the compared OMol25 structures with the same formula, charge and spin = 0.0 kJ/mol
Molecular weight = 532.43 Da
Spin multiplicity = 2
Expectation value of S² = 0.805
Net charge = +1
Frontier orbital gap (alpha / beta) = 0.297 / 0.290 Eh

natural (NBO) population analysis, charges in e, atoms 1 to 2:
1 Fe 0.894
2 C -0.686

The molecule C2H6N2O3 in a non-equilibrium geometry, computed with ωB97M-V/def2-TZVPD.

Geometry (Å):
C (1.5786, -0.1644, 0.5404)
C (0.5887, -0.5069, -0.5669)
N (-0.6801, 0.2030, -0.3927)
O (-0.4991, 1.8660, -0.2238)
N (-1.7630, -0.4192, 0.0638)
O (-1.8799, -1.5491, -0.2209)
O (-2.6244, 0.2477, 0.6127)
H (1.5793, 0.9380, 0.7002)
H (1.0878, -0.6722, 1.4406)
H (2.6185, -0.4371, 0.2544)
H (0.9944, -0.2604, -1.4938)
H (0.3557, -1.5483, -0.4929)
H (-1.3565, 2.3029, -0.2211)

Energy above the lowest of the compared OMol25 structures with the same formula, charge and spin = 766.7 kJ/mol
Molecular weight = 106.08 Da
Net charge = 0
Frontier orbital gap = 0.371 Eh
SMILES = CCN(O)[N+](=O)[O-]

natural (NBO) population analysis, charges in e, atoms 1 to 2:
1 C -0.626
2 C -0.247

A cluster of 2 separate species, C7H12N2O6S in total in a non-equilibrium geometry, computed with ωB97M-V/def2-TZVPD.

Geometry (Å):
C (-0.0759, 3.1514, 2.3761)
C (-0.0963, 3.5361, 0.9009)
O (-1.0888, 3.7135, 0.3251)
O (1.1388, 3.6453, 0.2220)
C (1.1166, 2.6818, -0.8075)
O (0.9312, 2.9627, -1.9045)
C (1.4087, 1.2171, -0.4043)
O (2.7275, 0.8377, -0.7826)
S (3.2589, -0.5568, -0.0263)
O (3.1550, -0.3368, 1.3954)
O (2.1840, -1.7330, -0.4484)
C (1.0957, -1.8972, 0.4701)
N (0.3194, -3.0463, -0.0421)
H (-0.2008, 2.0601, 2.4066)
H (0.8788, 3.4440, 2.8326)
H (-0.8731, 3.6481, 2.9336)
H (0.6571, 0.6172, -0.9440)
H (1.1953, 1.0930, 0.6688)
H (0.4095, -1.0372, 0.5001)
H (1.4094, -2.1628, 1.4861)
H (-0.4579, -3.1288, 0.6145)
H (-0.1122, -2.6685, -0.8895)
C (-3.4799, -3.0495, -1.8781)
C (-2.5429, -1.9513, -1.6877)
N (-1.8036, -1.0860, -1.5380)
H (-3.4468, -3.4235, -2.9009)
H (-3.2515, -3.8831, -1.2142)
H (-4.5030, -2.7351, -1.6741)

Energy above the lowest of the compared OMol25 structures with the same formula, charge and spin = 0.0 kJ/mol
Molecular weight = 252.25 Da
Net charge = 0
Frontier orbital gap = 0.382 Eh

natural (NBO) population analysis, charges in e, atoms 1 to 2:
1 C -0.726
2 C 0.791

A cluster of 2 separate species, C5H11NO in total in a non-equilibrium geometry, computed with ωB97M-V/def2-TZVPD.

Geometry (Å):
C (-1.1433, 0.3759, 0.3104)
C (-2.6267, 0.1384, 0.1435)
C (-0.2849, -0.4484, -0.5689)
N (0.8611, -0.8890, 0.1212)
C (1.5896, -0.0137, 0.8224)
C (2.1466, 1.2476, 0.3021)
O (-0.5811, -0.8104, -1.6856)
H (-0.6859, 0.0751, 1.4229)
H (-0.8780, 1.4019, 0.0401)
H (-3.1641, 0.6555, 0.9391)
H (-2.8929, -0.9087, 0.2728)
H (-2.9790, 0.4834, -0.8249)
H (1.2052, -1.8194, -0.0817)
H (2.1340, -0.5241, 1.6098)
H (-0.1660, 0.0978, 2.2311)
H (2.8721, 1.1000, -0.4925)
H (1.3862, 1.9737, 0.0263)
H (2.5945, 1.8292, 1.0907)

Energy above the lowest of the compared OMol25 structures with the same formula, charge and spin = 547.3 kJ/mol
Molecular weight = 101.15 Da
Net charge = 0
Frontier orbital gap = 0.249 Eh

natural (NBO) population analysis, charges in e, atoms 1 to 2:
1 C -0.448
2 C -0.609

A structure of composition C16H16N2O3PS2V in a non-equilibrium geometry, computed with ωB97M-V/def2-TZVPD.

Geometry (Å):
V (0.8994, -0.5063, 0.0706)
N (-0.3433, 0.1127, 1.6555)
C (-1.3703, -0.9469, 1.6253)
C (-1.8680, -0.9738, 0.1612)
O (-3.0747, -1.0067, -0.1026)
N (-0.8185, -0.8906, -0.6513)
C (-0.9671, -0.3633, -1.9890)
C (-0.2211, 1.0010, -1.9828)
O (-0.4459, 1.8427, -2.8417)
O (0.6123, 1.1234, -0.9961)
H (-0.7578, 0.9978, 1.3800)
H (0.0799, 0.2241, 2.5690)
H (-0.8942, -1.8957, 1.8820)
H (-2.2074, -0.7676, 2.3047)
H (-0.4789, -1.0117, -2.7237)
H (-2.0113, -0.2213, -2.2686)
S (2.8835, -0.2059, 1.6019)
P (3.4332, -1.5184, 0.1999)
S (2.0784, -2.3612, -1.0057)
C (4.2679, -2.8523, 1.1514)
C (3.5669, -4.0062, 1.4835)
C (4.1399, -4.9544, 2.3184)
C (5.4181, -4.7584, 2.8207)
C (6.1246, -3.6117, 2.4843)
C (5.5518, -2.6602, 1.6560)
C (4.8097, -0.8578, -0.7987)
C (5.4752, 0.3066, -0.4348)
C (6.6037, 0.7064, -1.1369)
C (7.0702, -0.0550, -2.1981)
C (6.3910, -1.2058, -2.5775)
C (5.2614, -1.6064, -1.8827)
H (2.5744, -4.1529, 1.0748)
H (3.5851, -5.8484, 2.5763)
H (5.8634, -5.5017, 3.4711)
H (7.1243, -3.4572, 2.8725)
H (6.0975, -1.7610, 1.3970)
H (5.0891, 0.8951, 0.3881)
H (7.1184, 1.6162, -0.8529)
H (7.9624, 0.2483, -2.7323)
H (6.7410, -1.7873, -3.4216)
H (4.7109, -2.4907, -2.1782)

Molecular weight = 430.37 Da
Spin multiplicity = 2
Expectation value of S² = 1.050
Net charge = -1
Frontier orbital gap (alpha / beta) = 0.213 / 0.188 Eh

natural (NBO) population analysis, charges in e, atoms 1 to 2:
1 V 0.864
2 N -0.815

> Look up the net charge of the fifth one.

0